No. 1
This record from the OMol25 dataset describes a structure of composition C8H17N7O3W at a distorted geometry. The level of theory is wB97M-V/def2-TZVPD.

```
36
Properties=species:S:1:pos:R:3:forces:R:3:lowdin_charge:R:1
W -1.202 0.227 0.379 1.00 -2.75 -2.18 2.05
N -2.907 -0.865 1.421 -0.14 0.70 -0.90 0.01
C -3.894 -0.545 0.303 -0.79 0.45 -0.27 -0.07
C -3.769 0.965 0.075 -1.55 -1.14 0.22 -0.43
O -4.493 1.778 0.518 0.31 0.15 -0.37 0.29
N -2.490 1.303 -0.575 1.81 -0.17 1.14 -0.05
C -2.084 2.723 -0.285 -0.36 0.12 -0.17 0.01
C -1.039 2.589 0.823 0.89 2.60 -1.08 -0.45
O 0.030 3.072 0.892 -0.56 0.04 0.36 0.27
O -1.343 1.456 1.657 0.57 -0.39 1.96 -0.11
H -2.987 -1.863 1.644 0.50 -0.13 -0.17 0.16
H -3.266 -0.417 2.275 0.33 0.26 0.08 0.16
H -4.934 -0.747 0.582 0.11 -0.25 0.18 0.18
H -3.672 -1.113 -0.606 0.08 -0.02 0.04 0.14
H -2.965 3.293 0.052 -0.10 -0.18 0.05 0.18
H -1.681 3.251 -1.152 0.25 -0.18 -0.01 0.18
C 3.266 1.705 -0.387 0.18 0.64 0.16 0.07
N 3.045 0.246 -0.332 -0.36 0.08 0.00 -0.03
C 4.257 -0.596 -0.273 0.53 -0.35 0.09 0.07
C 1.852 -0.257 -0.260 -0.09 -0.58 0.00 -0.28
N 0.724 0.543 -0.204 -1.56 -0.20 0.37 0.03
N 1.679 -1.627 -0.219 0.29 0.22 0.01 0.21
C 0.530 -2.335 -0.435 -0.15 0.23 0.19 -0.37
N 0.637 -3.588 -0.770 0.06 -0.24 -0.05 0.31
N -0.686 -1.735 -0.268 -0.13 0.82 0.26 -0.03
H 4.232 1.898 -0.846 0.00 -0.11 -0.09 0.13
H 3.298 2.139 0.618 -0.06 -0.18 0.03 0.15
H 2.528 2.225 -1.002 0.03 -0.12 -0.08 0.12
H 5.120 -0.005 -0.565 -0.07 0.11 -0.04 0.13
H 4.220 -1.445 -0.961 -0.16 0.09 -0.09 0.12
H 4.434 -0.941 0.752 -0.15 0.04 0.00 0.14
H 1.036 1.511 -0.319 -0.32 0.18 0.17 0.08
H 2.544 -2.156 -0.201 0.02 -0.13 0.00 0.16
H 1.531 -4.049 -0.922 0.05 0.09 -0.05 0.18
H -0.155 -4.209 -0.921 -0.09 0.10 0.10 0.18
H -1.395 -2.430 -0.489 -0.38 0.19 0.14 0.11
```
Forces are in eV/Å.

Summary:
Energy above the lowest of the compared OMol25 structures with the same formula, charge and spin: 4.566 eV
Gap between HOMO and LUMO (alpha / beta): 6.3 / 6.3 eV
Total charge: +4
Highest occupied orbital energy (alpha / beta): -0.90164 / -0.90164 Eh

No. 2
This record from the OMol25 dataset describes a cluster of 2 separate species, C3H3NOS in total at a distorted geometry. The level of theory is wB97M-V/def2-TZVPD.

```
9
Properties=species:S:1:pos:R:3:forces:R:3:lowdin_charge:R:1
C -1.941 0.667 1.952 2.47 -0.35 -4.14 -0.21
C -0.895 0.450 0.075 -2.64 0.05 0.39 -0.65
C 1.442 -0.546 -0.948 -0.20 0.18 0.29 -0.31
N -2.514 0.841 2.920 -0.96 0.23 1.64 -0.01
O -1.524 0.526 -0.913 0.86 0.02 1.59 0.09
S 0.653 0.070 0.593 0.61 -0.22 0.35 0.97
H 0.737 -0.448 -1.766 0.04 0.00 -0.08 0.04
H 1.695 -1.590 -0.779 -0.06 0.04 -0.03 0.04
H 2.346 0.030 -1.134 -0.11 0.05 -0.01 0.04
```
Forces are in eV/Å.

Summary:
Energy above the lowest of the compared OMol25 structures with the same formula, charge and spin: 2.253 eV
Gap between HOMO and LUMO: 10.5 eV
Highest occupied orbital energy: -0.40235 Eh

No. 3
This record from the OMol25 dataset describes a cluster of 2 separate species, C14H25FNO5 in total at a distorted geometry. The level of theory is wB97M-V/def2-TZVPD.

```
46
Properties=species:S:1:pos:R:3:forces:R:3:lowdin_charge:R:1
C -4.733 2.142 -2.126 0.56 -0.48 -0.24 -0.17
C -3.487 1.448 -2.992 -0.02 1.84 0.31 -0.26
C -2.045 2.180 -2.565 0.07 -0.75 0.26 -0.22
C -0.845 1.036 -2.361 -1.29 0.55 0.45 -0.22
C -0.633 0.792 -0.754 1.32 0.63 0.10 -0.22
C 0.827 0.067 -0.379 -0.95 0.36 -0.40 -0.21
C 1.248 0.655 1.092 0.15 -1.25 -0.57 -0.23
C 2.315 -0.264 1.931 -0.13 0.30 1.17 -0.22
C 2.344 0.371 3.478 -0.28 0.53 -0.43 -0.18
C 3.550 1.464 3.707 -0.48 0.65 0.92 -0.30
N 3.565 2.547 2.611 1.21 -0.87 0.17 -0.03
C 3.166 2.296 5.106 -0.76 4.55 4.42 -0.43
O 2.528 1.747 6.143 2.85 1.22 -5.21 -0.18
O 3.505 3.753 5.207 -1.02 -7.30 -1.46 -0.33
H -4.680 3.328 -2.235 -0.12 -2.65 0.29 0.08
H -5.754 1.753 -2.568 1.93 0.85 1.08 0.06
H -4.620 1.834 -0.980 -0.38 0.78 -2.53 0.08
H -3.433 0.286 -2.840 -0.20 2.32 -0.34 0.10
H -3.677 1.755 -4.116 0.35 -1.10 2.15 0.10
H -1.770 2.965 -3.414 -0.52 -1.61 1.96 0.11
H -2.132 2.715 -1.502 -0.06 -0.90 -2.49 0.10
H 0.145 1.452 -2.827 -1.82 -1.12 0.86 0.11
H -1.258 0.062 -2.878 1.39 1.88 0.87 0.09
H -1.502 0.223 -0.215 1.46 1.01 -1.23 0.12
H -0.562 1.870 -0.249 -0.27 -2.22 -1.07 0.11
H 0.698 -1.100 -0.428 0.37 2.40 0.39 0.08
H 1.576 0.353 -1.252 -1.33 -0.52 1.97 0.11
H 1.714 1.716 0.922 -1.19 -1.89 0.69 0.11
H 0.246 0.677 1.740 2.26 0.27 -1.38 0.12
H 1.963 -1.386 2.071 0.56 2.26 -0.73 0.10
H 3.408 -0.271 1.458 -2.36 0.05 0.91 0.11
H 2.333 -0.472 4.305 0.37 1.85 -1.70 0.11
H 1.316 0.962 3.618 2.33 -1.23 -0.21 0.12
H 4.625 0.962 3.814 -2.32 0.76 -0.03 0.14
H 4.375 3.211 2.791 -1.59 -1.11 0.15 0.08
H 3.749 2.129 1.673 -0.03 0.12 1.09 0.03
C -0.766 -4.877 -0.587 0.23 -0.47 1.16 -0.08
C -1.129 -5.267 -1.979 -0.60 -0.30 -0.32 -0.34
O -1.244 -4.031 -2.648 0.69 0.02 0.38 0.14
C -0.386 -3.195 -1.998 1.21 3.22 -0.89 -0.49
O -0.001 -2.128 -2.444 -1.05 -2.86 0.99 0.14
O -0.004 -3.704 -0.786 -0.13 0.40 -0.96 0.07
F -2.334 -5.880 -2.010 -0.18 -0.29 -0.17 0.08
H -1.640 -4.642 0.029 -0.06 -0.11 -0.26 0.15
H -0.176 -5.646 -0.081 0.05 0.26 -0.07 0.15
H -0.381 -5.889 -2.482 -0.21 -0.05 -0.03 0.18
```
Forces are in eV/Å.

Summary:
Gap between HOMO and LUMO: 5.5 eV
Total charge: -1
Highest occupied orbital energy: -0.13156 Eh

No. 4
This record from the OMol25 dataset describes a cluster of 2 separate species, C5H14NO2 in total at a distorted geometry. The level of theory is wB97M-V/def2-TZVPD.

```
22
Properties=species:S:1:pos:R:3:forces:R:3:mulliken_spin:R:1
C 1.023 -1.365 1.838 1.61 -0.64 -1.53 0.10
O 2.125 -0.643 1.367 -0.43 0.90 0.18 0.64
C 0.234 -1.799 0.574 -0.35 0.25 -0.75 0.05
C -1.122 -1.151 0.279 0.62 0.64 0.63 -0.01
C -1.140 0.212 -0.480 -0.49 -1.51 -0.73 0.01
C -0.279 2.394 0.018 0.70 0.34 0.08 0.00
N -0.057 1.171 -0.247 -1.75 -0.37 0.97 0.00
H 1.481 -2.182 2.414 -0.75 0.12 0.73 0.04
H 0.403 -0.645 2.423 -0.07 -0.16 0.42 0.13
H 2.921 -0.585 1.951 -0.08 -0.49 0.03 -0.02
H 0.109 -2.887 0.680 -0.04 0.02 0.35 0.07
H 0.857 -1.706 -0.323 0.30 -0.02 0.26 -0.01
H -1.653 -1.869 -0.340 -0.24 0.14 -0.06 0.01
H -1.669 -1.021 1.200 -0.32 -0.20 0.38 0.00
H -1.229 -0.050 -1.530 0.77 0.43 -0.30 0.00
H -2.067 0.708 -0.294 -0.57 0.44 0.44 0.00
H 0.562 3.044 0.224 0.09 0.05 0.05 0.00
H -1.274 2.819 0.066 -0.17 -0.23 -0.31 0.00
H 0.842 0.768 -0.089 1.04 0.12 -0.55 0.00
H -0.509 1.514 -3.853 0.02 -0.17 -0.04 0.00
H 0.537 1.991 -2.867 0.12 0.00 -0.30 0.00
O -0.096 1.280 -3.011 -0.02 0.34 0.06 0.00
```
Forces are in eV/Å.

Summary:
2S+1: 2
Energy above the lowest of the compared OMol25 structures with the same formula, charge and spin: 1.201 eV
Gap between HOMO and LUMO (alpha / beta): 9.9 / 4.4 eV
Total charge: +2
Highest occupied orbital energy (alpha / beta): -0.67274 / -0.67272 Eh